Entry 1:
Formula: C4H5N
Source: the Open Molecules 2025 dataset
Level of theory: the ωB97M-V functional and the def2-TZVPD basis

F_max = 0.9 eV/A
highest occupied orbital energy = -8.5 eV
spin multiplicity = 1

Element x y z (Å)
N -1.036112 0.423755 -0.225104
C -0.214325 1.194705 0.875423
C 0.888004 0.388824 0.890311
C 0.930038 -0.614129 -0.153066
C -0.224991 -0.593737 -0.843583
H -1.667462 0.967084 -0.809545
H -1.531588 0.188188 0.665459
H 1.677272 0.523073 1.618776
H 1.757832 -1.289404 -0.343126
H -0.578668 -1.188360 -1.675545

Forces on atoms 1 to 3 (eV/Å):
-0.1 0.2 -0.1
0.5 0.0 -0.1
0.1 0.3 0.1

---

Entry 2:
Formula: C17H39ClN16O11
Source: the Open Molecules 2025 dataset
Level of theory: the ωB97M-V functional and the def2-TZVPD basis

F_max = 1.8 eV/A
highest occupied orbital energy = -8.6 eV
spin multiplicity = 1
SMILES = C#CC1=C(C[C@H](C)Cl)C(=O)OC1=O.NC(N)=O.NC(N)=O.NC(N)=O.NC(N)=O.NC(N)=O.NC(N)=O.NC(N)=O.NC(N)=O

Element x y z (Å)
C 0.243508 -0.222718 -1.484290
C 0.188853 0.751620 -0.787505
C -0.314718 1.930523 -0.088490
C -1.051632 1.950852 1.044639
C -1.553105 0.848647 1.954253
C -0.438380 0.150143 2.771501
C 0.641636 1.078931 3.353310
Cl 0.335184 -1.214955 1.874436
C -1.353970 3.417629 1.317756
O -2.018424 3.798528 2.224417
O -0.762008 4.204100 0.354502
C -0.093041 3.364919 -0.515669
O 0.555723 3.741215 -1.435417
H 0.248159 -1.052024 -2.170886
H -1.998171 0.090975 1.298605
H -2.331936 1.205698 2.641143
H -0.936765 -0.318141 3.629666
H 0.959400 1.890247 2.684824
H 1.534822 0.456414 3.521528
H 0.390919 1.482276 4.343241
C 0.190488 -4.617944 -1.612544
O 0.407604 -4.063479 -2.685621
N 0.166314 -3.916271 -0.451571
N -0.041167 -5.952991 -1.491871
H -0.011445 -4.318114 0.452394
H 0.337206 -2.929715 -0.520471
H -0.030969 -6.500053 -2.332848
H -0.218656 -6.406602 -0.610512
C -2.700928 -6.456256 1.219779
O -1.484326 -6.564209 1.271138
N -3.362301 -6.206735 0.054255
N -3.491062 -6.576011 2.323124
H -4.357530 -6.113643 -0.011996
H -2.806061 -6.111141 -0.777442
H -3.032963 -6.759338 3.196768
H -4.488964 -6.490867 2.304997
C -5.199401 3.063746 3.603880
O -4.455901 2.113315 3.414752
N -6.443651 2.917409 4.151358
N -4.858031 4.345714 3.285908
H -7.072350 3.679681 4.316574
H -6.728925 1.988051 4.397830
H -3.949100 4.496501 2.881435
H -5.460950 5.132058 3.433074
C -3.981061 -0.798502 -1.023615
O -2.869563 -0.982910 -0.558376
N -4.800424 0.206179 -0.592491
N -4.498252 -1.582875 -2.015140
H -5.716483 0.374377 -0.961426
H -4.452717 0.801790 0.137912
H -3.920715 -2.329777 -2.355262
H -5.407994 -1.450330 -2.413132
C 4.631359 1.432533 -0.729859
O 5.841119 1.296641 -0.675115
N 3.764394 0.383736 -0.590473
N 4.034130 2.643523 -0.936024
H 2.765158 0.479835 -0.631400
H 4.163498 -0.524970 -0.438646
H 4.637037 3.436826 -1.046258
H 3.040370 2.774471 -0.989753
C 3.239817 3.736142 4.843917
O 2.594368 2.978405 5.546802
N 3.721366 3.369963 3.618319
N 3.536974 5.015482 5.222278
H 4.254747 3.975905 3.024493
H 3.523745 2.436073 3.308486
H 3.199282 5.317612 6.116901
H 4.066175 5.654016 4.660281
C 3.929275 -2.313027 -4.103816
O 4.274119 -2.898760 -5.125017
N 4.489616 -1.139990 -3.708588
N 2.950570 -2.787069 -3.280094
H 4.220499 -0.640089 -2.881875
H 5.209330 -0.757733 -4.290822
H 2.505960 -3.651271 -3.532087
H 2.655686 -2.318770 -2.446175
C 2.860067 1.482343 -5.465701
O 3.334340 1.275526 -4.364092
N 2.064344 2.563405 -5.734041
N 3.082021 0.648953 -6.524501
H 1.663736 2.750773 -6.632856
H 1.880454 3.194992 -4.976623
H 3.658824 -0.158931 -6.360995
H 2.701841 0.797517 -7.439091

Forces on atoms 1 to 3 (eV/Å):
0.1 -0.2 -0.5
-1.0 1.5 0.2
0.1 -0.7 0.7

---

Entry 3:
Formula: C18H27N2O5P2SSc
Source: the Open Molecules 2025 dataset
Level of theory: the ωB97M-V functional and the def2-TZVPD basis

F_max = 1.5 eV/A
highest occupied orbital energy = -15.1 eV
charge = +2
spin multiplicity = 1

Element x y z (Å)
Sc 0.132370 0.419635 -0.246520
P 2.493905 -0.759053 -0.161548
C 2.631097 -1.011881 -1.982021
C 1.280257 -1.352598 -2.595338
N 0.145273 -0.827827 -2.056238
C -1.052255 -1.120462 -2.639624
C -1.131702 -1.977823 -3.730841
C 0.021033 -2.526666 -4.272360
C 1.247784 -2.193623 -3.703698
C -2.340723 -0.509121 -2.092668
P -2.144939 1.147018 -1.276748
H 2.186078 -2.577154 -4.089508
H -2.116981 -2.177719 -4.162141
H -0.028749 -3.190931 -5.129960
H -3.065214 -0.382006 -2.914856
H -2.824684 -1.197253 -1.373850
H 3.026843 -0.070478 -2.416453
H 3.374069 -1.815523 -2.144416
H 0.878386 3.631552 -2.322916
O 1.505183 2.902715 -2.575283
H 2.069543 3.270578 -3.280595
H -0.291742 4.292284 -0.626384
O -0.417836 4.433783 -1.583504
H -0.862825 5.296061 -1.664259
C -2.436903 2.362940 -2.593895
H -3.475946 2.322027 -2.944448
H -2.215196 3.350391 -2.167575
H -1.736716 2.197199 -3.425273
C -3.694824 1.249328 -0.336240
H -3.665698 2.180082 0.244494
H -4.565435 1.266354 -1.005887
H -3.754218 0.403457 0.358865
C 2.487061 -2.437017 0.547212
H 3.403007 -2.969270 0.256605
H 2.454127 -2.315801 1.639139
H 1.593638 -2.987143 0.227232
C 4.144819 -0.217030 0.331049
H 4.080531 0.129446 1.368272
H 4.835609 -1.062742 0.246912
H 4.461785 0.612160 -0.314470
O 1.108341 2.387592 3.331657
S 1.260697 0.959064 3.255053
O 2.571083 0.349051 3.279050
N 0.469453 0.439853 1.838364
C -0.541840 -0.440188 2.020724
O -1.077376 -0.909935 0.943357
C -0.816166 -0.661565 3.444089
C -1.770579 -1.477500 4.070946
C -1.823274 -1.498994 5.468574
C -0.931590 -0.734649 6.246255
C 0.040395 0.047332 5.604449
C 0.080604 0.065579 4.218990
H -2.427399 -2.059364 3.426684
H -2.567373 -2.124701 5.977764
H -0.975498 -0.759060 7.330477
H 0.770704 0.629617 6.153328

Forces on atoms 1 to 3 (eV/Å):
0.4 -0.5 1.2
0.6 -0.5 -0.6
0.1 -0.1 0.1

---

Calculated E in order - -210.0306, -2835.4111, -3029.0488 Eh
Calculated molar mass in order - 67.1, 679.1, 490.4 g mol⁻¹